Record 1
{
  "formula": "C38H58N4O15",
  "method": "wB97M-V/def2-TZVPD",
  "species": ["C", "C", "C", "O", "C", "N", "C", "O", "C", "C", "C", "C", "C", "C", "C", "N", "C", "N", "N", "C", "C", "C", "O", "C", "O", "C", "C", "C", "O", "C", "C", "C", "C", "C", "C", "C", "C", "C", "O", "H", "H", "H", "H", "H", "H", "H", "H", "H", "H", "H", "H", "H", "H", "H", "H", "H", "H", "H", "H", "H", "H", "H", "H", "H", "H", "H", "H", "H", "H", "H", "H", "H", "H", "H", "H", "H", "H", "H", "H", "H", "H", "H", "H", "H", "H", "C", "C", "O", "C", "O", "O", "H", "H", "H", "H", "C", "C", "O", "C", "O", "O", "H", "H", "H", "H", "C", "C", "O", "C", "O", "O", "H", "H", "H", "H"],
  "xyz": [[-7.11811, 1.16411, -0.40932], [-6.81636, 2.54360, -1.03753], [-5.94911, 2.49908, -2.27947], [-5.03841, 1.39049, -2.21906], [-3.78147, 1.66415, -2.71952], [-2.91254, 2.33428, -1.71447], [-3.14339, 1.99425, -0.35748], [-3.99144, 2.42825, 0.36235], [-2.03914, 1.09523, 0.07341], [-1.91875, 0.30689, 1.20475], [-0.75277, -0.47006, 1.35843], [-0.66922, -1.37358, 2.57435], [-0.64328, -2.87955, 2.18538], [-1.76513, -3.68896, 2.81234], [-3.16032, -3.44258, 2.19226], [-3.11227, -2.56669, 0.98532], [-3.47047, -3.20009, -0.21768], [-2.85662, -4.19650, -0.71792], [-4.59039, -2.68996, -0.86065], [0.27738, -0.40579, 0.38697], [1.59607, -1.12451, 0.57697], [2.71394, -0.10543, 0.74048], [2.51890, 0.50508, 2.04522], [3.69820, 1.00900, 2.51374], [4.14249, 2.04508, 2.13137], [4.35189, 0.14218, 3.54664], [5.82585, 0.46427, 3.73712], [0.11559, 0.39439, -0.77108], [1.09955, 0.50124, -1.70156], [1.23980, -0.58665, -2.62965], [2.71389, -0.72908, -2.94687], [3.13531, 0.37913, -3.95030], [3.03480, -2.10026, -3.53961], [2.89499, -3.29625, -2.59422], [3.74065, -3.15288, -1.33181], [3.34174, -4.57376, -3.35399], [-1.05614, 1.14152, -0.90209], [-1.50951, 2.07281, -1.95509], [-0.90469, 2.58880, -2.83253], [-8.18663, 1.07434, -0.23486], [-6.76506, 0.34035, -1.01427], [-6.66006, 1.11607, 0.57306], [-6.27593, 3.12774, -0.30698], [-7.74895, 3.07163, -1.20708], [-5.36255, 3.41587, -2.32474], [-6.52032, 2.43796, -3.20659], [-3.83026, 2.28209, -3.61478], [-3.33355, 0.70784, -2.99814], [-2.71762, 0.28020, 1.93066], [0.20003, -1.07832, 3.15466], [-1.58182, -1.20869, 3.13756], [-0.64245, -2.96342, 1.10360], [0.29777, -3.31581, 2.52097], [-1.77415, -3.53889, 3.88898], [-1.51641, -4.74083, 2.66950], [-3.59655, -4.39279, 1.90533], [-3.80889, -2.96763, 2.92076], [-3.77488, -1.81527, 1.13563], [-2.07582, -4.44671, -0.11634], [-4.55406, -2.90349, -1.84774], [-4.71809, -1.69435, -0.72970], [1.58765, -1.71916, 1.47923], [1.83172, -1.79025, -0.24485], [3.68577, -0.59598, 0.77278], [2.64854, 0.64196, -0.04130], [4.26690, -0.88730, 3.19719], [3.80137, 0.20823, 4.48201], [5.97337, 1.35573, 4.33504], [6.28787, -0.36217, 4.27782], [6.33601, 0.55900, 2.78523], [0.67448, -0.34916, -3.53032], [0.81625, -1.50653, -2.22573], [3.31577, -0.56299, -2.05773], [3.40154, 1.29085, -3.42785], [2.32711, 0.57070, -4.65125], [3.97345, 0.03394, -4.54869], [2.42848, -2.29863, -4.42569], [4.07196, -2.06446, -3.86990], [1.85543, -3.47736, -2.32375], [3.48141, -3.95838, -0.64568], [4.79693, -3.25968, -1.56978], [3.57549, -2.20713, -0.83546], [2.48330, -5.15686, -3.67833], [3.92242, -5.21982, -2.69975], [3.96419, -4.33205, -4.21051], [-5.43957, 5.45592, 1.56878], [-5.82666, 5.84949, 2.97822], [-6.65016, 6.99836, 2.75555], [-7.15320, 6.92585, 1.49690], [-8.00103, 7.63379, 1.06661], [-6.55021, 5.92911, 0.80192], [-5.31507, 4.38235, 1.44344], [-4.53567, 5.96320, 1.22615], [-6.42068, 5.08185, 3.47757], [-4.97586, 6.10482, 3.60426], [2.21754, 3.50735, -0.35702], [1.45579, 4.68900, -0.91808], [2.29406, 5.09832, -2.00270], [3.03799, 4.03126, -2.39229], [3.70693, 3.99617, -3.37174], [2.91448, 3.01667, -1.50563], [1.57291, 2.73639, 0.06119], [2.94823, 3.79988, 0.39815], [0.47925, 4.40664, -1.31816], [1.33013, 5.49852, -0.20342], [7.18975, -4.01825, 2.22335], [5.72310, -4.39813, 2.27659], [5.08232, -3.18917, 1.85534], [5.97077, -2.47181, 1.11992], [5.69795, -1.50265, 0.49347], [7.20628, -3.01344, 1.20444], [7.84012, -4.84444, 1.94990], [7.54132, -3.57658, 3.15729], [5.47111, -5.19263, 1.57194], [5.38539, -4.67939, 3.27065]],
  "smiles": "[H]/N=C(/N)NCCCCc1cc2c(c(OC[C@H](C)CC(C)C)c1CCOC(=O)CC)C(=O)N(COCCC)C2=O.O=C1OCCO1.O=C1OCCO1.O=C1OCCO1",
  "charge": 0,
  "gap_ev": 9.0,
  "fmax_ev_per_a": 1.32,
  "e_tot_ev": -77019.95758
}

Record 2
{
  "formula": "C38H58N8O4P2Ti",
  "method": "wB97M-V/def2-TZVPD",
  "species": ["Ti", "C", "C", "C", "C", "C", "C", "C", "C", "C", "C", "C", "C", "N", "C", "O", "C", "C", "C", "C", "C", "N", "C", "O", "N", "C", "C", "C", "C", "C", "C", "C", "C", "C", "C", "C", "C", "H", "H", "H", "H", "H", "H", "H", "H", "H", "H", "H", "H", "H", "H", "H", "H", "H", "H", "H", "H", "H", "H", "H", "H", "H", "H", "H", "H", "H", "H", "H", "H", "H", "H", "H", "H", "H", "C", "P", "C", "C", "C", "P", "C", "C", "H", "H", "H", "H", "H", "H", "H", "H", "H", "H", "H", "H", "H", "H", "H", "H", "N", "N", "C", "N", "N", "N", "O", "O", "H", "H", "H", "H", "H"],
  "xyz": [[-1.27556, 0.62452, 0.19951], [1.70166, -1.69833, -5.25170], [2.43682, -0.38341, -4.97709], [1.51472, 0.82717, -4.97979], [3.40603, -0.51635, -3.80055], [4.60384, -1.13848, -4.17036], [5.66474, -1.29034, -3.30722], [5.55926, -0.74893, -2.03810], [4.39513, -0.12680, -1.61734], [4.41117, 0.59452, -0.27856], [5.21631, -0.11843, 0.81065], [4.96458, 2.01302, -0.46965], [3.25455, -0.06670, -2.46937], [2.05899, 0.39283, -1.82806], [1.97119, 1.71494, -1.76472], [2.49650, 2.54504, -2.52067], [1.38073, 2.32999, -0.47510], [1.92291, 3.58108, -0.18773], [1.77399, 4.14101, 1.06275], [1.08555, 3.43548, 2.03010], [0.49161, 2.24475, 1.66726], [0.60789, 1.70046, 0.43749], [-0.32618, 1.53384, 2.72183], [-0.14556, 1.83016, 3.89160], [-1.22947, 0.63698, 2.24459], [-2.04349, 0.01235, 3.26189], [-1.57611, -1.15890, 3.89893], [-2.39468, -1.81105, 4.81507], [-3.63231, -1.30138, 5.15750], [-4.03422, -0.10214, 4.60656], [-3.26651, 0.58439, 3.66509], [-3.87180, 1.91448, 3.21250], [-2.91935, 3.10015, 3.06438], [-4.79312, 1.74956, 1.99897], [-0.16358, -1.68237, 3.71187], [0.76768, -1.09304, 4.78064], [-0.05735, -3.20989, 3.77145], [1.11118, -1.62763, -6.16999], [1.03522, -1.97057, -4.43725], [2.41055, -2.51944, -5.36848], [3.09285, -0.23755, -5.84135], [0.86563, 0.85793, -4.10889], [2.08568, 1.75077, -4.94646], [0.91282, 0.82341, -5.89657], [4.69888, -1.49005, -5.19302], [6.57615, -1.77703, -3.62986], [6.40890, -0.79424, -1.36843], [3.37973, 0.68163, 0.06236], [6.29059, -0.03825, 0.63309], [5.01900, 0.34446, 1.78000], [4.97294, -1.17946, 0.88473], [6.00814, 1.96354, -0.79167], [4.40709, 2.56000, -1.22937], [4.92729, 2.57070, 0.47008], [2.49501, 4.05472, -0.96995], [2.21375, 5.10416, 1.28820], [0.96387, 3.78064, 3.04569], [-2.04295, -2.71766, 5.28991], [-4.25921, -1.81319, 5.87656], [-4.97879, 0.33367, 4.91264], [-4.53161, 2.18324, 4.04271], [-2.22346, 3.15082, 3.89983], [-2.35656, 3.07532, 2.13477], [-3.51079, 4.01833, 3.05123], [-5.67864, 1.16606, 2.26324], [-5.12505, 2.72505, 1.63890], [-4.28728, 1.26247, 1.16680], [0.18993, -1.34078, 2.74076], [0.45417, -1.43544, 5.77006], [1.79305, -1.43483, 4.61706], [0.74960, -0.00635, 4.77519], [-0.15354, -3.56747, 4.79810], [-0.81460, -3.71850, 3.17476], [0.92661, -3.52913, 3.42148], [-4.37075, -1.02677, -1.42006], [-3.21099, -1.21738, -0.03298], [-4.28629, -1.72199, 1.34588], [-2.32668, -2.79260, -0.36857], [-1.01524, -2.80627, 0.41994], [0.17676, -1.60943, -0.33165], [0.65275, -2.61594, -1.77776], [1.67308, -1.78671, 0.69112], [-4.95311, -1.93687, -1.57473], [-3.81030, -0.78609, -2.32191], [-5.05315, -0.20390, -1.20222], [-4.89037, -2.57995, 1.04384], [-4.93936, -0.90555, 1.64536], [-3.67473, -1.99195, 2.20832], [-2.15672, -2.86251, -1.44478], [-2.96638, -3.63306, -0.08819], [-0.58226, -3.80975, 0.46667], [-1.20903, -2.49346, 1.44695], [1.03440, -3.56715, -1.40071], [1.43877, -2.12135, -2.34529], [-0.19653, -2.82802, -2.42340], [1.64231, -2.71213, 1.26757], [1.79758, -0.93934, 1.36291], [2.52620, -1.81119, 0.01660], [-1.29865, -0.65707, -3.04912], [-1.79383, 0.38897, -3.85161], [-2.04492, 1.55598, -3.16763], [-2.38387, 2.61174, -3.92630], [-1.91449, 1.54711, -1.87000], [-2.29194, 2.66553, -1.15565], [-3.00564, 3.61839, -1.53857], [-2.20975, 2.32428, 0.13748], [-0.30804, -0.49864, -2.84746], [-1.39809, -1.50619, -3.58819], [-1.24444, 0.56309, -4.68703], [-2.69011, 2.43872, -4.86720], [-2.69891, 3.43790, -3.43308]],
  "relative_energy_kcal_mol": 26.9,
  "spin_multiplicity": 3,
  "charge": 0,
  "gap_ev": [7.1, 7.5],
  "s2": 2.0112,
  "fmax_ev_per_a": 0.58,
  "e_tot_ev": -102151.30503
}